Model i:
The following is a DFT calculation (ωB97M-V/def2-TZVPD) of 2 unconnected molecules or ions with the total composition C3H10OS2.

Highest occupied orbital energy (hartree): -0.319
SMILES string: CCO.CSS
E_LUMO (eV): 0.652
Multiplicity: 1
HOMO-LUMO gap (eV): 9.334

Positions of all 16 atoms, in Å:
C 0.90641 2.52689 0.16918
C 0.09021 2.26345 -1.08545
O 0.41782 0.96882 -1.60780
H 1.00579 1.59907 0.74406
H 0.44354 3.14076 0.94734
H 1.88805 2.97265 0.02281
H -0.99547 2.27013 -1.12081
H 0.45743 2.97497 -1.83627
H 1.27423 0.62652 -1.37645
C -0.48512 -3.56244 1.04818
S -0.14288 -2.42302 -0.29196
S -1.81533 -1.21318 -0.40687
H -0.12531 -4.55174 0.73840
H 0.17457 -3.29272 1.87722
H -1.48835 -3.73137 1.42645
H -1.60559 -0.56879 0.75198

Partial charges, natural (NBO), in e: atom 1 (C): -0.66, atom 2 (C): -0.07, atom 3 (O): -0.74, atom 4 (H): 0.21, atom 5 (H): 0.22, atom 6 (H): 0.21, atom 7 (H): 0.19, atom 8 (H): 0.16, atom 9 (H): 0.47, atom 10 (C): -0.78, atom 11 (S): 0.09, atom 12 (S): -0.11, atom 13 (H): 0.23, atom 14 (H): 0.22, atom 15 (H): 0.24, atom 16 (H): 0.11

=====

Model ii:
The following is a DFT calculation (ωB97M-V/def2-TZVPD) of 2 unconnected molecules or ions with the total composition C3H10OS2.

Highest occupied orbital energy (hartree): -0.308
SMILES string: CSCSC.O
E_LUMO (eV): 0.625
Multiplicity: 1
HOMO-LUMO gap (eV): 9.011

Positions of all 16 atoms, in Å:
C 0.00000 0.00000 0.00000
S 1.83948 0.24929 -0.47731
C 1.82933 1.96053 -1.10129
S 0.61494 2.27959 -2.37812
C 1.45603 1.39753 -3.76154
H -0.20252 0.45374 0.98474
H -0.13555 -1.09163 0.08105
H -0.73223 0.39253 -0.72551
H 1.71205 2.58843 -0.19717
H 2.82382 2.17867 -1.53588
H 2.32256 0.81780 -3.40146
H 1.81389 2.15832 -4.47551
H 0.77049 0.71393 -4.29007
O 4.16022 3.86895 1.13671
H 3.90701 4.09171 2.06111
H 3.92846 4.67102 0.61591

Partial charges, natural (NBO), in e: atom 1 (C): -0.72, atom 2 (S): 0.15, atom 3 (C): -0.70, atom 4 (S): 0.19, atom 5 (C): -0.74, atom 6 (H): 0.21, atom 7 (H): 0.23, atom 8 (H): 0.23, atom 9 (H): 0.24, atom 10 (H): 0.24, atom 11 (H): 0.23, atom 12 (H): 0.22, atom 13 (H): 0.23, atom 14 (O): -0.94, atom 15 (H): 0.47, atom 16 (H): 0.47

=====

Model iii:
The following is a DFT calculation (ωB97M-V/def2-TZVPD) of 2 unconnected molecules or ions with the total composition C3H10OS2.

Highest occupied orbital energy (hartree): -0.324
SMILES string: CCSSC.O
E_LUMO (eV): 0.869
Multiplicity: 1
HOMO-LUMO gap (eV): 9.696

Positions of all 16 atoms, in Å:
C 0.07653 0.23613 -2.11795
C 0.20235 -1.25236 -1.90645
S -0.75452 -1.92553 -0.48146
S -2.30848 -0.78551 -0.15158
C -1.66540 0.46105 0.98947
H 0.77820 0.85610 -1.54055
H -0.93735 0.56895 -1.83238
H 0.24742 0.46087 -3.17738
H -0.18001 -1.73423 -2.79178
H 1.20629 -1.57579 -1.67856
H -1.37970 -0.02499 1.91347
H -0.78908 0.94729 0.55175
H -2.39565 1.24368 1.21406
O 6.08647 4.32162 3.50784
H 6.39327 3.79638 2.75416
H 5.87679 3.65021 4.16546

Partial charges, natural (NBO), in e: atom 1 (C): -0.63, atom 2 (C): -0.52, atom 3 (S): 0.07, atom 4 (S): 0.10, atom 5 (C): -0.76, atom 6 (H): 0.21, atom 7 (H): 0.22, atom 8 (H): 0.22, atom 9 (H): 0.21, atom 10 (H): 0.22, atom 11 (H): 0.22, atom 12 (H): 0.22, atom 13 (H): 0.23, atom 14 (O): -0.93, atom 15 (H): 0.47, atom 16 (H): 0.47

=====

Which is the most stable structure? model iii is the most stable.

=====

Model i:
The following is a DFT calculation (ωB97M-V/def2-TZVPD) of 2 unconnected molecules or ions with the total composition C3H10OS2.

Highest occupied orbital energy (hartree): -0.331
SMILES string: CCSSC.O
E_LUMO (eV): -0.896
Multiplicity: 1
HOMO-LUMO gap (eV): 8.115

Positions of all 16 atoms, in Å:
C 1.86540 0.24539 -1.07997
C 0.81292 1.25844 -0.64417
S -0.88440 0.61305 -0.69523
S -0.16398 -0.74112 1.26292
C -0.09203 0.70029 2.35386
H 2.75543 0.70703 -1.52659
H 2.22088 -0.43602 -0.31629
H 1.42603 -0.46927 -1.75988
H 0.57952 2.24912 -1.03059
H 1.25260 1.76455 0.25401
H -1.09907 0.82614 2.74562
H 0.35452 1.64765 2.09156
H 0.64827 0.15121 2.96993
O -3.25229 -2.83830 -1.93638
H -3.42753 -3.56751 -1.33719
H -2.99628 -2.11065 -1.35160

Partial charges, natural (NBO), in e: atom 1 (C): -0.64, atom 2 (C): -0.58, atom 3 (S): 0.09, atom 4 (S): 0.08, atom 5 (C): -0.75, atom 6 (H): 0.22, atom 7 (H): 0.23, atom 8 (H): 0.22, atom 9 (H): 0.24, atom 10 (H): 0.22, atom 11 (H): 0.23, atom 12 (H): 0.22, atom 13 (H): 0.23, atom 14 (O): -0.94, atom 15 (H): 0.47, atom 16 (H): 0.47

=====

Model ii:
The following is a DFT calculation (ωB97M-V/def2-TZVPD) of 2 unconnected molecules or ions with the total composition C3H10OS2.

Highest occupied orbital energy (hartree): -0.327
SMILES string: CCCSS.O
E_LUMO (eV): 0.451
Multiplicity: 1
HOMO-LUMO gap (eV): 9.351

Positions of all 16 atoms, in Å:
C -0.63267 -0.65918 2.21616
C -0.94434 -0.22569 0.76849
C 0.33582 -0.12126 -0.13502
S 1.49921 -1.51091 -0.14218
S 3.14708 -0.36158 -0.65304
H -1.61265 -0.88544 2.66899
H -0.17192 0.17421 2.77274
H 0.01369 -1.54757 2.31412
H -1.61092 -0.93268 0.23814
H -1.46311 0.75081 0.82128
H 0.10965 0.07827 -1.20015
H 0.96192 0.71202 0.23792
H 3.29339 0.23225 0.55048
O -1.32180 1.27466 -3.61193
H -1.18167 1.90411 -2.86869
H -0.42168 1.11791 -3.97727

Partial charges, natural (NBO), in e: atom 1 (C): -0.62, atom 2 (C): -0.41, atom 3 (C): -0.54, atom 4 (S): 0.09, atom 5 (S): -0.14, atom 6 (H): 0.21, atom 7 (H): 0.20, atom 8 (H): 0.22, atom 9 (H): 0.20, atom 10 (H): 0.21, atom 11 (H): 0.22, atom 12 (H): 0.21, atom 13 (H): 0.12, atom 14 (O): -0.94, atom 15 (H): 0.47, atom 16 (H): 0.47

=====

Which is the most stable structure? model ii is the most stable.

=====

Model i:
The following is a DFT calculation (ωB97M-V/def2-TZVPD) of a molecular structure, C4H5NO5.

Highest occupied orbital energy (hartree): -0.395
E_LUMO (eV): -0.494
Multiplicity: 1
HOMO-LUMO gap (eV): 10.244

Positions of all 15 atoms, in Å:
C -2.37924 0.07208 -0.08691
C -1.35440 -0.96590 0.30221
C 0.90140 0.27104 0.00104
C 2.33977 -0.06711 -0.11002
H -1.04173 1.36898 -0.25044
H -1.49979 -1.57899 -0.33363
H -1.34873 -0.69309 1.47926
H 0.95353 -1.85974 -0.24216
H 2.30373 1.89578 0.07300
N 0.14425 -0.85630 -0.14286
O -2.00859 1.41701 -0.19129
O -3.41503 -0.25373 -0.31991
O 0.53734 1.43751 0.19365
O 3.14444 0.99941 -0.20945
O 2.72306 -1.18694 -0.16249

Partial charges, natural (NBO), in e: atom 1 (C): 0.77, atom 2 (C): -0.32, atom 3 (C): 0.53, atom 4 (C): 0.69, atom 5 (H): 0.48, atom 6 (H): 0.21, atom 7 (H): 0.26, atom 8 (H): 0.50, atom 9 (H): 0.53, atom 10 (N): -0.61, atom 11 (O): -0.70, atom 12 (O): -0.51, atom 13 (O): -0.64, atom 14 (O): -0.64, atom 15 (O): -0.56

=====

Model ii:
The following is a DFT calculation (ωB97M-V/def2-TZVPD) of C4H5NO5 in the gas phase.

Highest occupied orbital energy (alpha / beta) (hartree): -0.324 / -0.376
E_LUMO (alpha / beta) (eV): -2.664 / -1.363
Multiplicity: 1
HOMO-LUMO gap (alpha / beta) (eV): 6.144 / 8.873

Positions of all 15 atoms, in Å:
C 1.37639 0.89745 0.24256
C -0.63039 0.65526 -1.03268
C 1.25573 -0.52931 0.65735
C -1.36113 -0.03333 0.09412
N -1.57367 -1.37714 0.29241
O 2.14438 1.69666 0.73360
O -2.28825 -1.66352 1.25828
O -1.12204 -2.25365 -0.45328
O 0.54775 1.35028 -0.66832
O 1.78623 -0.89247 1.77921
H -0.45602 -0.20282 -1.82478
H -1.32058 1.42392 -1.56325
H 0.72266 -1.18663 -0.04210
H -2.08930 0.53684 0.57415
H 2.31710 -0.04342 2.03320

Partial charges, natural (NBO), in e: atom 1 (C): 0.66, atom 2 (C): -0.17, atom 3 (C): 0.14, atom 4 (C): -0.05, atom 5 (N): 0.43, atom 6 (O): -0.57, atom 7 (O): -0.38, atom 8 (O): -0.44, atom 9 (O): -0.47, atom 10 (O): -0.57, atom 11 (H): 0.22, atom 12 (H): 0.23, atom 13 (H): 0.22, atom 14 (H): 0.21, atom 15 (H): 0.52

=====

Which is the most stable structure? model i is the most stable.

=====

Model i:
The following is a DFT calculation (ωB97M-V/def2-TZVPD) of a molecular structure, C3H11N5.

Highest occupied orbital energy (hartree): -0.280
E_LUMO (eV): 0.900
Multiplicity: 1
HOMO-LUMO gap (eV): 8.532

Positions of all 19 atoms, in Å:
C -1.06860 -0.46968 -1.26119
C -1.00729 0.17393 0.12124
N -0.34883 -1.31059 1.15111
N -2.12398 0.76591 0.48886
H -0.65612 -1.16363 2.10929
H -0.60639 -2.20174 0.72662
H -2.00102 1.26230 1.37342
H -1.24173 0.29296 -2.02190
H -1.91122 -1.16214 -1.26959
H -0.16516 -1.01797 -1.53146
N 1.97980 -0.84117 -0.06082
N 0.98594 1.58753 -0.51808
C 0.38708 0.78746 0.52360
N 1.23001 -0.38391 0.92258
H 2.10150 -0.29717 -0.91379
H 2.58463 -1.61308 0.18082
H 1.27166 2.50136 -0.18565
H 0.34632 1.74395 -1.28805
H 0.24343 1.34568 1.45300

Partial charges, natural (NBO), in e: atom 1 (C): -0.68, atom 2 (C): 0.36, atom 3 (N): -0.78, atom 4 (N): -0.83, atom 5 (H): 0.37, atom 6 (H): 0.37, atom 7 (H): 0.31, atom 8 (H): 0.22, atom 9 (H): 0.24, atom 10 (H): 0.20, atom 11 (N): -0.62, atom 12 (N): -0.86, atom 13 (C): 0.00, atom 14 (N): -0.04, atom 15 (H): 0.40, atom 16 (H): 0.39, atom 17 (H): 0.38, atom 18 (H): 0.38, atom 19 (H): 0.19

=====

Model ii:
The following is a DFT calculation (ωB97M-V/def2-TZVPD) of 3 unconnected molecules or ions with the total composition C3H11N5.

Highest occupied orbital energy (alpha / beta) (hartree): -0.271 / -0.228
E_LUMO (alpha / beta) (eV): 0.604 / 0.519
Multiplicity: 1
HOMO-LUMO gap (alpha / beta) (eV): 7.971 / 6.715

Positions of all 19 atoms, in Å:
C 0.75976 0.51982 0.11306
C -2.26540 1.07465 -0.53566
N 0.24451 -0.42703 0.92099
C -1.36182 -0.11177 -0.55939
N 0.62955 -1.70739 0.63328
N 2.23481 0.64017 1.65257
N 1.48201 0.31922 -1.03071
N -1.46218 -1.20007 -1.15539
H 0.44895 1.53086 0.32119
H 0.34825 -1.97456 -0.31900
H 0.17557 -2.32845 1.29111
H 1.86305 -0.60823 -1.16113
H 1.78258 0.74702 2.56132
H 2.71941 -0.25726 1.71164
H 2.20430 1.00142 -1.20667
H -2.33831 -1.37984 -1.66326
H -1.79290 1.91779 -1.04493
H -2.44729 1.37738 0.49746
H -3.22486 0.86626 -1.02648

Partial charges, natural (NBO), in e: atom 1 (C): 0.35, atom 2 (C): -0.74, atom 3 (N): -0.19, atom 4 (C): 0.35, atom 5 (N): -0.66, atom 6 (N): -0.99, atom 7 (N): -0.82, atom 8 (N): -0.73, atom 9 (H): 0.21, atom 10 (H): 0.38, atom 11 (H): 0.37, atom 12 (H): 0.39, atom 13 (H): 0.32, atom 14 (H): 0.32, atom 15 (H): 0.41, atom 16 (H): 0.34, atom 17 (H): 0.24, atom 18 (H): 0.24, atom 19 (H): 0.21

=====

Which is the most stable structure? model i is the most stable.

=====

Model i:
The following is a DFT calculation (ωB97M-V/def2-TZVPD) of C3H4N2O3 in the gas phase.

Highest occupied orbital energy (hartree): -0.350
SMILES string: O=C[C@H]1ON=CNO1
E_LUMO (eV): 0.314
Multiplicity: 1
HOMO-LUMO gap (eV): 9.849

Positions of all 12 atoms, in Å:
O -0.09259 -0.51937 -2.23239
C 0.80838 -0.60954 -1.44312
C 0.85542 0.40530 -0.29180
O -0.23791 1.27252 -0.27404
N -1.30773 1.03087 0.82046
C -1.19395 -0.01963 1.58191
N -0.14712 -1.01223 0.95686
O 1.02258 -0.31031 0.81116
H 1.85896 -1.12646 -1.48131
H 1.86879 0.90212 -0.39793
H -2.15442 -0.18101 2.27343
H 0.25486 -1.92465 1.64479

Partial charges, natural (NBO), in e: atom 1 (O): -0.47, atom 2 (C): 0.39, atom 3 (C): 0.26, atom 4 (O): -0.39, atom 5 (N): -0.09, atom 6 (C): 0.12, atom 7 (N): -0.37, atom 8 (O): -0.38, atom 9 (H): 0.11, atom 10 (H): 0.18, atom 11 (H): 0.25, atom 12 (H): 0.39

=====

Model ii:
The following is a DFT calculation (ωB97M-V/def2-TZVPD) of a molecular structure, C3H4N2O3.

Highest occupied orbital energy (hartree): -0.364
E_LUMO (eV): 0.494
Multiplicity: 1
HOMO-LUMO gap (eV): 10.401

Positions of all 12 atoms, in Å:
C -1.24574 -1.83718 -0.73496
C -0.28816 0.00741 0.24168
C 0.97594 1.47366 0.85326
H -0.28752 -2.26608 -1.00275
H -1.86593 -2.65839 -0.45000
H -1.69778 -1.30241 -1.60598
H 2.24708 2.87387 0.78903
N 0.38455 0.24001 -0.85787
N 0.04202 0.75440 1.33588
O -1.16779 -0.97164 0.41441
O 1.26367 1.22855 -0.42281
O 1.63966 2.45783 1.44011

Partial charges, natural (NBO), in e: atom 1 (C): -0.26, atom 2 (C): 0.59, atom 3 (C): 0.78, atom 4 (H): 0.20, atom 5 (H): 0.20, atom 6 (H): 0.19, atom 7 (H): 0.51, atom 8 (N): -0.25, atom 9 (N): -0.54, atom 10 (O): -0.46, atom 11 (O): -0.33, atom 12 (O): -0.63

=====

Which is the most stable structure? model ii is the most stable.

=====

Model i:
The following is a DFT calculation (ωB97M-V/def2-TZVPD) of 2 unconnected molecules or ions with the total composition C3H8FN.

Highest occupied orbital energy (alpha / beta) (hartree): -0.293 / -0.281
E_LUMO (alpha / beta) (eV): 0.802 / 0.702
Multiplicity: 1
HOMO-LUMO gap (alpha / beta) (eV): 8.785 / 8.358

Positions of all 13 atoms, in Å:
C -0.69907 1.01333 -0.89097
C 0.80791 -1.77886 -0.08687
C -0.55470 0.26031 0.36105
N 0.01652 0.87872 1.47138
F -1.75642 -0.42047 0.84761
H -0.91042 2.02331 -0.45123
H 0.22139 0.85650 -1.39220
H -1.54622 0.63266 -1.37665
H 1.03368 -1.76384 -1.18117
H 0.07359 -2.56296 0.10855
H 1.42180 -1.61888 0.78413
H -0.61885 0.70921 2.34294
H 0.89637 0.63824 1.69730

Partial charges, natural (NBO), in e: atom 1 (C): -0.72, atom 2 (C): -0.69, atom 3 (C): 0.64, atom 4 (N): -0.89, atom 5 (F): -0.41, atom 6 (H): 0.23, atom 7 (H): 0.25, atom 8 (H): 0.24, atom 9 (H): 0.20, atom 10 (H): 0.19, atom 11 (H): 0.19, atom 12 (H): 0.39, atom 13 (H): 0.38

=====

Model ii:
The following is a DFT calculation (ωB97M-V/def2-TZVPD) of C3H8FN in the gas phase.

Highest occupied orbital energy (hartree): -0.322
SMILES string: C[C@@H](F)CN
E_LUMO (eV): 1.140
Multiplicity: 1
HOMO-LUMO gap (eV): 9.915

Positions of all 13 atoms, in Å:
C 0.83941 -1.26800 0.79418
C -0.21033 -0.36186 0.35951
F -0.85441 0.22160 1.43441
C 0.21566 0.65626 -0.60947
N -0.97291 1.43812 -0.85173
H 1.48919 -0.71908 1.51651
H 0.57129 -2.17882 1.27770
H 1.44086 -1.56821 -0.11973
H -1.03234 -0.87388 -0.11134
H 0.49539 0.26517 -1.62206
H 0.98785 1.34317 -0.17018
H -1.54221 1.75025 -0.12634
H -1.42746 1.29527 -1.77147

Partial charges, natural (NBO), in e: atom 1 (C): -0.64, atom 2 (C): 0.18, atom 3 (F): -0.37, atom 4 (C): -0.25, atom 5 (N): -0.88, atom 6 (H): 0.22, atom 7 (H): 0.22, atom 8 (H): 0.21, atom 9 (H): 0.16, atom 10 (H): 0.21, atom 11 (H): 0.19, atom 12 (H): 0.38, atom 13 (H): 0.37

=====

Which is the most stable structure? model ii is the most stable.